Density functional theory data (ωB97M-V/def2-TZVPD) for 2 unconnected molecules or ions with the total composition C8H13NO3 in a non-equilibrium geometry.

Positions of all 25 atoms, in Å:
C: -0.9263 -0.4879 -1.3636
C: -1.4166 -0.6511 -2.7981
C: -2.9413 -0.7515 -3.0003
C: -3.8233 -1.1294 -1.8256
C: 2.3043 1.6909 1.5925
C: 2.0171 0.5183 2.4506
C: 2.8497 -0.6812 2.0329
C: 1.4197 -0.6180 1.6431
H: -1.4781 0.3160 -0.8705
H: 0.1512 -0.2200 -1.3576
H: -1.0721 -1.4145 -0.8035
H: -3.4801 -2.0768 -1.3575
H: -4.8434 -1.2845 -2.1897
H: -3.8010 -0.3402 -1.0559
H: 1.5472 3.2004 2.7628
H: 2.2708 3.6127 1.2794
H: 1.7741 0.6485 3.5041
H: 3.5809 -0.5077 1.2434
H: 3.1498 -1.4239 2.7821
H: 0.7092 -1.3021 2.0752
H: 1.2073 -0.3511 0.6224
N: 2.2759 2.9888 2.0824
O: -0.6637 -0.6455 -3.7631
O: -3.4126 -0.5974 -4.1095
O: 2.6012 1.5077 0.4242

Atomic forces in eV per Å
C 0.71 0.20 -0.46
C 1.57 0.52 -0.80
C -0.96 -0.51 -1.14
C 0.15 -0.22 0.26
C 0.09 0.44 -0.63
C 0.11 -0.18 0.35
C 0.33 -0.64 0.04
C -0.07 -0.08 -0.05
H -0.06 -0.12 0.04
H -0.71 -0.26 -0.14
H -0.05 0.07 0.03
H -0.05 0.58 -0.21
H 0.24 0.18 0.09
H -0.06 -0.33 -0.21
H 0.44 -0.11 -0.11
H 0.07 0.09 0.36
H 0.01 0.01 -0.31
H -0.23 0.05 0.30
H -0.24 0.52 -0.18
H -0.03 0.02 0.38
H 0.06 -0.01 -0.11
N -0.67 -0.35 0.02
O -1.34 -0.16 1.54
O 0.57 0.06 0.97
O 0.12 0.23 -0.02

energy	-16138.3424	eV
Kohn-Sham gap	9.42	eV
energy relative to the best compared isomer or geometry (same formula, charge and spin)	155.6	kJ/mol
SMILES string	CC(=O)C(C)=O.NC(=O)C1CC1



Density functional theory data (ωB97M-V/def2-TZVPD) for 2 unconnected molecules or ions with the total composition C5H4N2O in a non-equilibrium geometry.

Positions of all 12 atoms, in Å:
C: 2.2765 0.8283 1.5583
C: 1.8260 0.8809 0.3804
C: -1.8140 0.4479 0.4410
C: -1.2978 -1.1819 -1.6715
C: -1.5900 -0.6164 -0.3616
N: -2.0999 1.3847 1.0293
N: -1.1181 -1.8101 -0.3085
O: 1.2537 0.9444 -0.6271
H: 2.7369 -0.0345 1.9578
H: -1.9974 -1.7133 -2.3428
H: -0.4216 -0.8325 -2.1647
H: 2.2458 1.7026 2.1092

Atomic forces in eV per Å
C 1.23 -0.86 1.56
C -1.95 -0.03 -2.42
C -0.92 1.40 0.98
C -0.67 -0.69 -0.32
C 1.45 -4.19 -1.78
N -0.03 0.74 0.59
N -0.44 1.94 0.19
O 0.33 -0.03 -0.47
H 0.35 -0.71 0.21
H -0.08 0.76 0.65
H 0.76 0.08 -0.29
H -0.03 1.59 1.10

energy	-10273.1982	eV
Kohn-Sham gap	9.24	eV
energy relative to the best compared isomer or geometry (same formula, charge and spin)	343.9	kJ/mol
SMILES string	N#CC1=NC1.C=C=O



Density functional theory data (ωB97M-V/def2-TZVPD) for a molecular structure, C13H16BiN2O3S3Sb.

Positions of all 39 atoms, in Å:
Bi: -0.6455 2.3610 0.4859
C: 0.2495 4.6055 1.9833
C: 1.0969 4.4365 0.8638
C: 1.8491 3.2574 1.0575
C: 1.5172 2.7371 2.3382
C: 0.5297 3.5610 2.8926
H: -0.4588 5.4054 2.1298
H: 1.1303 5.0775 -0.0037
H: 2.5838 2.8506 0.3794
H: 1.9272 1.8422 2.7800
H: 0.0394 3.4054 3.8422
S: -4.0111 4.4070 -2.6807
Sb: -2.8640 2.3807 -2.2774
S: -0.6104 3.0778 -2.0414
S: -3.2253 1.9128 0.0045
C: 2.5756 -2.5520 0.0892
C: 1.5854 -2.9033 -1.0099
C: 0.1893 -2.2964 -0.7950
C: -0.7379 -2.6924 -1.9613
C: -2.1465 -2.1287 -1.8427
C: -0.3923 -2.8732 0.4816
O: -0.5044 -4.0695 0.6653
N: -0.7863 -1.9736 1.4303
C: -0.7735 -0.5836 1.2998
O: -1.2052 0.0954 2.2237
N: -0.2436 -0.0248 0.1912
C: 0.3120 -0.7635 -0.8063
O: 0.8750 -0.2428 -1.7524
H: 3.5581 -2.9727 -0.1251
H: 2.2555 -2.9457 1.0564
H: 2.6938 -1.4713 0.1867
H: 1.4630 -3.9865 -1.0792
H: 1.9403 -2.5345 -1.9728
H: -0.7643 -3.7839 -1.9991
H: -0.2594 -2.3297 -2.8728
H: -2.6551 -2.5009 -0.9507
H: -2.7500 -2.4136 -2.7042
H: -2.1413 -1.0384 -1.7865
H: -1.1963 -2.3322 2.2800

Atomic forces in eV per Å
Bi -0.03 -0.24 -0.10
C 0.31 -0.04 -0.16
C -0.19 0.16 0.03
C 0.20 0.03 0.22
C -0.08 0.09 -0.18
C 0.01 -0.08 0.19
H -0.02 0.05 0.00
H 0.00 -0.02 -0.04
H 0.05 0.03 -0.03
H -0.01 -0.04 0.02
H 0.00 -0.01 0.01
S 0.04 -0.25 -0.07
Sb -0.36 0.38 -0.23
S 0.33 -0.05 0.17
S -0.26 -0.19 0.21
C 0.04 0.02 0.08
C -0.11 -0.05 -0.08
C 0.01 0.07 0.11
C 0.07 -0.02 -0.01
C -0.05 0.02 0.02
C 0.04 -0.10 -0.06
O 0.01 0.02 0.01
N -0.08 0.01 -0.03
C 0.20 0.08 0.23
O -0.13 0.00 -0.04
N -0.04 0.13 0.03
C 0.01 0.01 -0.35
O 0.03 -0.04 0.10
H 0.02 -0.01 -0.01
H -0.02 -0.01 0.01
H 0.00 0.02 -0.02
H 0.02 0.02 0.00
H 0.02 0.00 0.02
H -0.01 0.01 -0.01
H -0.02 0.00 0.00
H 0.00 -0.01 0.02
H -0.01 0.00 -0.03
H 0.00 0.02 -0.01
H -0.01 0.00 0.00

2S+1	2
charge	-1
energy	-67751.5985	eV
Kohn-Sham gap (spin up / spin down)	7.92 / 5.56	eV
energy relative to the best compared isomer or geometry (same formula, charge and spin)	6.9	kJ/mol



Density functional theory data (ωB97M-V/def2-TZVPD) for a molecular structure, C5H6KO5 in a non-equilibrium geometry.

Positions of all 17 atoms, in Å:
H: -0.6097 -2.0505 3.8438
O: 1.9832 -0.7215 2.4437
C: 0.1224 -1.2536 3.9667
C: 0.9562 -0.9620 2.9901
H: 0.1955 -0.6599 4.8791
H: -2.1762 0.1197 -0.1818
C: -1.1674 0.4561 -0.5113
C: -0.8850 -0.2632 -1.8355
O: 0.4689 -0.0242 -2.1986
C: 0.8647 1.2082 -2.7218
O: 0.1759 1.7164 -3.6042
O: 1.9303 1.5976 -2.1872
K: 2.1273 0.4009 -0.2545
O: -0.1910 0.1989 0.4279
H: -1.2648 1.5445 -0.7321
H: -1.5881 0.0450 -2.6243
H: -0.9423 -1.3525 -1.7000

Atomic forces in eV per Å
H 0.09 0.52 0.02
O -2.53 -0.39 0.31
C -0.53 -0.42 -0.44
C 3.01 0.58 0.36
H -0.07 -0.17 -0.42
H -0.13 0.06 -0.08
C 0.40 -0.29 0.57
C -0.06 0.20 0.00
O 0.09 -0.88 -0.12
C -0.38 0.50 -0.39
O -0.06 0.03 0.08
O 0.34 0.90 -1.28
K 0.23 -0.70 1.27
O -0.53 -0.02 0.15
H -0.02 -0.14 -0.07
H 0.23 0.01 -0.01
H -0.07 0.19 0.05

charge	-1
energy	-31845.2919	eV
Kohn-Sham gap	5.81	eV



Density functional theory data (ωB97M-V/def2-TZVPD) for 2 unconnected molecules or ions with the total composition C3H12N3O in a non-equilibrium geometry.

Positions of all 19 atoms, in Å:
C: -2.1683 -2.9328 0.3459
O: -1.4673 -2.1888 -0.6337
H: -0.6250 -2.6050 -0.8224
H: -1.6853 -3.7098 0.9257
H: -2.9580 -3.5163 -0.1853
H: -2.7888 -2.2115 0.8928
C: 0.5506 -0.1547 -1.3789
C: 0.9230 1.5115 0.4013
N: 1.2290 0.5702 1.3446
N: 0.3284 1.1565 -0.7876
N: 0.8908 2.8423 0.7812
H: 1.4253 -0.3660 1.0843
H: 0.9185 0.6487 2.3070
H: 0.5964 1.8699 -1.5781
H: 0.7617 3.5977 0.1097
H: 1.5275 3.1436 1.5454
H: -0.2158 -0.4738 -2.1229
H: 0.3372 -0.9714 -0.6822
H: 1.3547 -0.1128 -2.0986

Atomic forces in eV per Å
C -2.65 -0.28 -1.31
O 0.51 -0.26 0.42
H -0.02 -0.25 -0.07
H 0.83 0.54 0.37
H 0.37 0.13 0.11
H 0.70 -0.25 0.53
C -1.61 -0.25 -1.05
C 2.02 -0.17 -0.46
N 0.24 0.07 1.37
N -1.10 1.63 -3.63
N 0.05 1.64 1.54
H 0.15 -0.32 -0.36
H -0.50 0.11 -0.07
H -0.77 -1.56 2.25
H 0.03 -0.81 0.08
H -0.60 -0.69 -1.12
H -0.49 1.07 0.53
H 1.37 0.39 0.15
H 1.47 -0.75 0.73

2S+1	2
energy	-9819.7685	eV
Kohn-Sham gap (spin up / spin down)	4.58 / 9.58	eV
energy relative to the best compared isomer or geometry (same formula, charge and spin)	154.2	kJ/mol



Density functional theory data (ωB97M-V/def2-TZVPD) for a molecular structure, C16H16N2O6S2 in a non-equilibrium geometry.

Positions of all 42 atoms, in Å:
C: -5.8015 -3.0254 -0.8547
C: -5.0381 -2.7699 0.4007
H: -4.0216 -3.0889 0.3955
H: -5.7274 -3.2027 1.1982
O: -5.0881 -1.5310 0.5225
C: -4.1483 -0.7774 0.1998
O: -3.2889 -1.2968 -0.3257
C: -4.2161 0.8183 0.3705
N: -3.1358 1.5463 -0.1409
C: -1.7141 1.3362 0.2692
C: -1.1515 0.8750 1.2854
C: 0.1848 0.8872 1.2024
C: 0.9849 1.4035 0.2814
C: 0.3382 2.3924 -0.5627
C: -1.0636 2.1700 -0.7658
O: -2.0138 2.7347 -1.3679
C: -3.1533 2.1852 -1.1006
O: -4.2408 2.6074 -1.6217
H: 0.9779 3.0314 -1.3449
S: 2.7184 1.7083 0.5783
O: 3.1317 1.0958 1.6187
O: 3.0598 3.0721 0.2502
N: 3.1302 0.7533 -0.7485
H: 3.6025 1.1736 -1.3392
C: 3.6379 -0.5176 -0.7356
C: 5.2052 -0.6892 -0.3186
C: 5.8474 -0.4913 0.7735
C: 7.2702 -0.2450 0.5519
C: 7.4804 -0.9174 -0.5329
S: 6.2029 -1.2524 -1.5267
H: 8.5439 -0.9494 -1.1069
H: 7.9272 -0.1637 1.2040
H: 5.3999 0.0983 1.6924
H: 3.3194 -1.4936 -1.3212
H: 3.1120 -1.0511 0.4367
H: 0.9108 0.4779 2.0902
H: -1.5973 0.0635 1.7984
H: -4.2532 0.9361 1.8452
H: -5.1218 1.2507 0.0571
H: -6.0685 -3.9682 -0.9938
H: -6.7577 -2.6451 -0.8109
H: -5.3843 -2.5412 -1.5029

Atomic forces in eV per Å
C -2.46 -2.73 6.45
C -2.71 -8.46 0.33
H 0.53 -1.12 0.12
H 1.57 0.06 -0.29
O -5.60 9.56 5.01
C -1.69 5.48 0.47
O 8.60 -1.83 -4.25
C -0.65 -2.31 6.07
N 3.94 -11.82 14.15
C -4.29 4.91 -7.64
C 0.44 -4.26 3.82
C 6.24 -2.79 5.19
C -0.87 5.28 -0.81
C -0.45 -0.42 -4.32
C 4.96 -2.80 6.46
O 0.65 4.02 -5.64
C -8.18 10.99 -12.39
O 2.75 -1.17 -0.10
H -1.63 -1.29 2.08
S -5.54 6.58 -15.39
O 5.21 -7.60 14.73
O -0.39 -1.27 0.20
N -4.56 -2.92 4.45
H 5.14 6.25 -7.24
C 0.63 -7.25 7.18
C -6.26 -0.94 -3.82
C 0.98 5.99 6.41
C -7.38 -2.98 -2.37
C 7.15 -0.37 -5.92
S -0.10 -0.59 -1.83
H -2.42 -0.33 1.68
H 5.81 1.60 6.00
H 0.42 -1.77 -1.79
H 0.24 2.87 0.00
H 1.35 1.45 -3.25
H -2.46 0.35 -1.80
H -0.68 -0.07 1.51
H 0.21 -0.16 -4.47
H -1.11 0.35 -0.44
H 0.02 -4.58 -1.30
H -2.19 1.63 0.85
H 4.78 4.44 -8.08

energy	-53771.4266	eV
Kohn-Sham gap	9.27	eV
energy relative to the best compared isomer or geometry (same formula, charge and spin)	1594.4	kJ/mol